Record 1
The following is a quantum chemistry calculation of a structure of composition C28H22FN4O9ReS3, from the Open Molecules 2025 dataset.

Each line ends with the natural charge from an NBO analysis.
Geometry (Å):
Re: 1.22 0.73 0.90  1.220
C: 5.10 -4.17 -0.56  -0.629
C: 3.74 -3.73 -0.10  0.011
C: 3.40 -3.75 1.25  -0.216
C: 2.18 -3.28 1.69  -0.147
C: 1.28 -2.78 0.76  -0.294
C: 1.58 -2.77 -0.60  -0.161
C: 2.80 -3.25 -1.02  -0.214
S: -0.29 -2.24 1.33  2.324
O: -1.25 -2.38 0.26  -0.981
O: -0.55 -2.98 2.55  -0.958
N: -0.12 -0.63 1.73  -0.885
C: -1.29 -0.06 2.30  0.164
C: -2.31 -0.72 2.95  -0.248
C: -3.41 -0.01 3.48  -0.174
C: -3.50 1.35 3.38  -0.225
C: -2.47 2.06 2.74  -0.094
C: -2.47 3.46 2.60  -0.113
C: -1.42 4.08 1.98  -0.266
C: -0.37 3.30 1.48  0.076
N: -0.36 1.99 1.57  -0.432
C: -1.38 1.35 2.20  0.241
H: 5.56 -4.85 0.15  0.211
H: 5.76 -3.30 -0.65  0.229
H: 5.06 -4.65 -1.53  0.210
H: 4.12 -4.11 1.98  0.214
H: 1.93 -3.27 2.74  0.243
H: 0.87 -2.37 -1.30  0.237
H: 3.05 -3.23 -2.07  0.207
H: -2.29 -1.79 3.07  0.253
H: -4.19 -0.57 3.96  0.212
H: -4.35 1.89 3.79  0.208
H: -3.30 4.03 3.00  0.212
H: -1.38 5.15 1.86  0.222
H: 0.47 3.76 0.98  0.231
O: 2.89 -0.49 0.67  -0.945
S: 3.87 -0.11 1.79  2.228
O: 3.99 -1.15 2.77  -0.950
O: 5.10 0.43 1.26  -0.950
S: 2.61 1.43 2.50  -0.198
F: -5.70 -1.54 -0.53  -0.308
C: -4.95 -1.07 -1.53  0.200
C: -3.61 -1.17 -1.51  0.034
N: -2.83 -0.70 -2.55  -0.407
C: -1.39 -0.73 -2.37  -0.326
C: -0.97 0.09 -1.15  0.806
O: 0.28 -0.03 -0.88  -0.755
O: -1.79 0.76 -0.55  -0.697
C: -3.38 -0.06 -3.63  0.793
O: -2.73 0.40 -4.55  -0.641
N: -4.76 0.01 -3.61  -0.628
C: -5.64 -0.43 -2.63  0.597
O: -6.84 -0.28 -2.75  -0.601
H: -3.08 -1.63 -0.69  0.273
H: -0.92 -0.32 -3.26  0.263
H: -1.06 -1.76 -2.24  0.227
H: -5.17 0.47 -4.41  0.424
C: 2.59 4.02 -2.53  -0.231
C: 1.24 3.75 -2.35  -0.215
C: 0.83 2.83 -1.39  -0.242
C: 1.75 2.16 -0.58  -0.295
C: 3.11 2.44 -0.78  -0.154
C: 3.52 3.36 -1.75  -0.241
H: 2.91 4.73 -3.28  0.201
H: 0.49 4.24 -2.96  0.204
H: -0.23 2.63 -1.27  0.223
H: 3.88 1.93 -0.21  0.220
H: 4.58 3.55 -1.88  0.204

**LUMO (spin up / spin down)**: 1.60 / 1.42 eV
**Energy**: -91140.11301 eV
**Multiplicity**: 2
**Total charge**: -1

***

Record 2
The following is a quantum chemistry calculation of a structure of composition C28H22FeN8O at a distorted geometry, from the Open Molecules 2025 dataset.

Each line ends with the natural charge from an NBO analysis.
Geometry (Å):
Fe: 0.28 -0.34 0.05  1.469
C: -3.78 0.27 -1.67  -0.262
C: -2.74 -0.42 -1.02  0.057
N: -1.80 0.24 -0.37  -0.531
C: -1.80 1.58 -0.27  0.210
C: -2.82 2.35 -0.88  -0.090
C: -3.82 1.64 -1.59  -0.130
C: -2.80 3.76 -0.71  -0.250
C: -1.85 4.30 0.10  -0.164
C: -0.85 3.54 0.72  -0.279
C: -0.79 2.19 0.56  0.177
N: 0.10 1.31 1.04  -0.758
C: 0.55 1.28 2.34  0.169
C: 0.90 2.34 3.13  -0.266
C: 1.39 2.13 4.44  -0.173
C: 1.55 0.90 5.01  -0.232
C: 1.19 -0.25 4.22  -0.086
C: 1.33 -1.57 4.65  -0.114
C: 0.97 -2.59 3.86  -0.256
C: 0.53 -2.32 2.55  0.078
N: 0.43 -1.11 2.09  -0.544
C: 0.76 -0.04 2.89  0.215
H: -4.55 -0.19 -2.23  0.220
H: -2.69 -1.50 -1.03  0.215
H: -4.58 2.21 -2.10  0.216
H: -3.50 4.44 -1.20  0.212
H: -1.85 5.36 0.24  0.210
H: -0.11 4.02 1.31  0.210
H: 0.86 3.33 2.73  0.207
H: 1.63 3.02 5.01  0.209
H: 1.93 0.77 5.99  0.212
H: 1.78 -1.73 5.62  0.216
H: 1.05 -3.61 4.21  0.226
H: 0.23 -3.13 1.91  0.205
C: 1.64 -3.82 -0.89  -0.717
C: 0.44 -3.10 -1.38  0.706
O: -0.44 -2.69 -0.62  -0.686
N: 0.35 -2.93 -2.74  -0.601
C: -0.68 -2.06 -3.29  -0.264
C: -0.38 -0.58 -3.25  0.230
C: -0.88 0.20 -4.32  -0.249
C: -0.60 1.54 -4.39  -0.149
C: 0.25 2.07 -3.42  -0.250
C: 0.69 1.27 -2.39  0.057
N: 0.35 -0.04 -2.27  -0.514
H: 1.56 -4.06 0.17  0.253
H: 2.51 -3.16 -1.00  0.260
H: 1.75 -4.71 -1.49  0.232
H: 1.15 -3.14 -3.27  0.402
H: -1.62 -2.32 -2.77  0.240
H: -0.80 -2.33 -4.33  0.217
H: -1.49 -0.28 -5.09  0.220
H: -1.00 2.16 -5.19  0.227
H: 0.61 3.08 -3.40  0.231
H: 1.37 1.63 -1.63  0.229
N: 4.51 -3.72 1.62  -0.487
C: 4.21 -2.62 1.52  0.435
N: 3.89 -1.36 1.57  -0.687
C: 3.10 -0.84 0.72  0.603
N: 2.39 -0.37 -0.07  -0.735

**LUMO (spin up / spin down)**: -0.21 / -0.29 eV
**Energy**: -77750.46655 eV
**Multiplicity**: 5
**ΔE to the lowest compared entry with this formula, charge and spin**: 32.38 kJ/mol

***

Record 3
The following is a quantum chemistry calculation of a structure of composition C28H22I2N2O2Y, from the Open Molecules 2025 dataset.

Each line ends with the natural charge from an NBO analysis.
Geometry (Å):
Y: -0.19 0.37 -1.12  2.009
I: 1.02 4.27 -6.81  0.206
C: 0.84 2.72 -5.43  -0.178
C: -0.37 2.04 -5.32  -0.251
C: -0.43 0.99 -4.42  -0.212
I: -2.26 0.12 -3.84  0.258
C: 0.66 0.57 -3.66  0.289
O: 0.60 -0.49 -2.85  -0.889
C: 1.80 1.39 -3.67  -0.108
C: 2.74 1.19 -2.51  -0.235
N: 1.98 1.57 -1.26  -0.708
C: 1.83 3.03 -1.14  -0.275
C: 0.57 3.46 -0.45  0.242
C: 0.53 4.68 0.22  -0.230
C: -0.67 5.13 0.75  -0.104
C: -1.80 4.34 0.62  -0.237
C: -1.68 3.13 -0.03  0.065
N: -0.52 2.69 -0.55  -0.617
C: 1.90 2.43 -4.58  -0.218
H: -1.23 2.33 -5.90  0.250
H: 3.03 0.15 -2.40  0.253
H: 3.63 1.81 -2.61  0.209
H: 2.49 1.20 -0.46  0.424
H: 2.70 3.48 -0.65  0.225
H: 1.79 3.44 -2.15  0.244
H: 1.43 5.27 0.30  0.241
H: -0.71 6.08 1.27  0.244
H: -2.76 4.64 1.02  0.250
H: -2.55 2.49 -0.14  0.212
H: 2.79 3.04 -4.60  0.236
C: -4.90 -2.85 4.10  -0.193
C: -3.91 -2.04 4.66  -0.192
C: -2.82 -1.65 3.90  -0.211
C: -2.71 -2.06 2.57  -0.028
C: -3.72 -2.84 2.01  -0.209
C: -4.81 -3.25 2.78  -0.206
C: -1.59 -1.66 1.70  -0.126
C: -0.32 -1.33 1.99  -0.141
C: 0.27 -1.29 3.35  -0.097
C: 0.41 -2.45 4.09  -0.195
C: 0.97 -2.41 5.36  -0.188
C: 1.38 -1.20 5.90  -0.207
C: 1.26 -0.03 5.16  -0.224
C: 0.71 -0.08 3.89  -0.147
H: -5.75 -3.16 4.70  0.223
H: -3.99 -1.72 5.69  0.221
H: -2.06 -1.03 4.34  0.227
H: -3.64 -3.15 0.98  0.209
H: -5.57 -3.87 2.34  0.223
H: -1.83 -1.70 0.63  0.177
H: 0.08 -3.40 3.67  0.222
H: 1.08 -3.32 5.93  0.222
H: 1.81 -1.17 6.90  0.222
H: 1.58 0.91 5.58  0.216
H: 0.61 0.83 3.31  0.190
O: 1.71 -0.79 0.82  -0.592
C: 0.49 -0.91 0.79  0.012

**LUMO**: -3.34 eV
**Energy**: -53708.29052 eV
**ΔE to the lowest compared entry with this formula, charge and spin**: 46.61 kJ/mol
**Total charge**: +1

***

Record 4
The following is a quantum chemistry calculation of a structure of composition C28H22IIrN5O2SbSe4 at a distorted geometry, from the Open Molecules 2025 dataset.

Each line ends with the natural charge from an NBO analysis.
Geometry (Å):
Ir: -1.40 1.49 0.07  0.766
C: 2.32 -3.12 -1.68  -0.652
C: 1.92 -3.13 -0.23  0.226
N: 2.54 -4.07 0.50  -0.540
C: 2.24 -4.12 1.79  0.031
C: 1.39 -3.27 2.45  -0.109
C: 1.23 -3.40 3.94  -0.082
O: -0.08 -3.82 4.27  -0.724
C: 0.71 -2.26 1.69  -0.097
C: -0.12 -1.32 2.36  -0.018
N: -0.69 -0.24 1.88  -0.574
C: -1.32 0.66 2.72  0.154
C: -1.53 0.57 4.10  -0.291
C: -2.11 1.63 4.77  -0.237
C: -2.48 2.78 4.09  -0.246
C: -2.30 2.87 2.72  -0.247
C: -1.73 1.82 2.03  -0.160
I: 0.19 3.61 -0.02  -0.434
C: 0.99 -2.26 0.29  -0.111
O: 0.62 0.05 -0.60  -0.584
H: 3.14 -3.82 -1.82  0.227
H: 2.65 -2.13 -1.99  0.215
H: 1.50 -3.43 -2.32  0.207
H: 2.75 -4.90 2.34  0.166
H: 1.47 -2.43 4.42  0.161
H: 1.97 -4.14 4.30  0.155
H: -0.18 -3.79 5.22  0.457
H: -0.23 -1.52 3.42  0.162
H: -1.26 -0.31 4.66  0.191
H: -2.28 1.56 5.83  0.187
H: -2.92 3.61 4.63  0.195
H: -2.61 3.77 2.19  0.229
N: -3.71 0.09 -7.05  -0.322
C: -3.29 0.31 -6.00  0.296
C: -2.73 0.50 -4.73  -0.135
C: -2.97 -0.42 -3.69  -0.217
C: -2.38 -0.20 -2.47  0.069
N: -1.57 0.83 -2.20  -0.471
C: -1.33 1.69 -3.19  0.057
C: -1.88 1.58 -4.45  -0.185
H: -3.61 -1.27 -3.85  0.227
H: -2.58 -0.89 -1.65  0.218
H: -0.67 2.51 -2.96  0.249
H: -1.69 2.34 -5.19  0.245
Se: -5.27 5.41 -0.24  -0.737
Sb: -4.12 3.78 -1.68  0.944
Se: -3.72 1.66 -0.15  -0.386
Se: -2.42 4.95 -3.05  -0.690
Se: -5.69 2.77 -3.32  -0.314
C: 0.23 -1.33 -0.60  -0.101
C: 1.95 0.37 -0.67  0.436
C: 2.87 0.03 0.32  -0.273
C: 4.17 0.45 0.22  -0.139
C: 4.58 1.23 -0.87  -0.228
C: 3.65 1.60 -1.85  -0.142
C: 2.35 1.17 -1.75  -0.265
C: 5.93 1.62 -0.98  0.308
N: 7.04 1.91 -1.06  -0.370
H: -0.81 -1.31 -0.27  0.216
H: 0.27 -1.68 -1.64  0.179
H: 2.55 -0.54 1.18  0.248
H: 4.89 0.20 0.99  0.217
H: 3.96 2.23 -2.67  0.217
H: 1.62 1.46 -2.49  0.231

**LUMO (spin up / spin down)**: 3.47 / 2.16 eV
**Energy**: -319802.10288 eV
**Multiplicity**: 5
**ΔE to the lowest compared entry with this formula, charge and spin**: 42.18 kJ/mol
**Total charge**: -2